Entry 1:
Below is C27H34BrMgN3O3S2Si as an isolated structure, with properties calculated with the ωB97M-V functional and the def2-TZVPD basis.

* net charge: -2
* ΔE to the lowest compared entry with this formula, charge and spin: 6.7 kcal/mol
* HOMO: 0.148 eV
* calculated total energy: -144205.65912 eV

```
72
Properties=species:S:1:pos:R:3:forces:R:3
C 0.299 -1.114 3.295 -0.028 0.012 0.049
H 1.560 -3.410 -3.478 -0.005 0.012 0.006
H -3.070 -0.674 2.765 -0.009 -0.020 0.002
O 3.850 -1.676 5.424 -0.130 0.020 -0.010
H 0.807 3.442 -3.179 0.058 -0.007 -0.004
H -0.651 0.918 -5.074 -0.002 0.006 -0.048
C -3.775 -1.668 -2.514 -0.052 -0.198 0.033
C 2.819 -0.429 -2.556 -0.051 0.094 0.090
H -3.595 1.396 -3.030 -0.020 -0.057 0.037
H -2.443 -2.209 3.390 -0.001 -0.050 0.011
H -1.021 4.380 3.097 -0.001 -0.004 -0.004
O -1.056 -0.438 1.464 -0.017 0.046 -0.054
H 1.197 3.250 3.550 -0.017 -0.026 0.008
H 3.293 -3.112 -3.314 0.039 -0.009 0.008
C -2.957 -3.268 -0.513 -0.043 0.048 -0.216
H 5.229 -2.153 3.949 0.019 0.020 0.015
C -2.885 -1.253 -1.536 0.110 0.030 -0.044
H -4.949 -3.338 -3.209 0.005 0.001 0.008
H -0.410 3.839 -4.416 0.011 0.026 -0.045
H -2.607 4.994 1.253 0.018 -0.017 -0.001
C 2.722 -1.479 4.657 0.058 -0.026 0.085
H -4.059 -0.991 -3.307 -0.018 -0.013 -0.027
H 3.723 -0.374 -4.537 -0.018 -0.001 -0.026
C -0.976 2.393 -0.220 0.106 0.064 0.009
Br -2.332 -4.396 0.904 -0.009 0.014 0.057
C -0.151 2.786 1.944 0.100 0.078 -0.007
H 4.599 0.518 -3.287 0.003 -0.004 -0.002
N -2.491 -2.056 -0.549 -0.045 -0.213 0.321
H -4.184 -4.832 -1.346 -0.016 -0.001 -0.010
Mg 0.627 0.241 -0.122 -0.066 -0.146 -0.485
C -1.905 4.174 1.124 -0.089 0.086 -0.003
H -2.568 3.722 -0.859 -0.020 0.017 -0.030
C -0.259 3.584 -3.363 -0.051 -0.091 -0.038
S 2.633 1.006 -1.534 -0.141 -0.093 0.038
C 2.011 -1.510 -2.587 -0.169 0.003 0.092
C 1.504 -1.682 5.338 0.013 0.008 -0.014
C -0.966 -0.862 2.608 0.038 0.019 0.013
H 5.170 -0.438 4.410 0.022 -0.029 0.012
H 2.382 -2.299 -4.582 0.007 0.009 -0.023
H 1.681 1.863 2.546 0.028 -0.015 -0.035
C -0.542 0.619 -4.026 -0.032 0.061 0.029
O 1.585 -0.634 1.373 0.686 0.242 0.198
C -1.032 3.838 2.160 0.066 0.001 0.076
C -3.850 -3.808 -1.430 0.004 0.039 -0.077
C 2.329 -2.641 -3.541 0.033 -0.063 -0.081
C 0.334 -1.494 4.643 -0.027 -0.050 0.041
Si -1.139 1.980 -2.904 0.003 0.035 0.259
H -1.076 -0.317 -3.861 -0.037 -0.046 0.012
H -0.604 4.421 -2.753 -0.027 0.045 0.052
H 1.517 -1.974 6.380 0.007 -0.002 0.009
H -0.599 -1.649 5.171 0.017 -0.005 0.003
C 2.754 -1.115 3.339 0.005 -0.030 -0.056
N -0.849 1.598 -1.266 -0.220 -0.248 -0.166
C 0.837 2.377 3.000 0.030 0.070 0.070
S 0.555 -1.780 -1.615 0.059 0.023 -0.053
H -2.444 -0.263 -1.531 0.017 0.039 0.026
H 4.677 -1.249 -3.346 0.005 -0.017 0.009
C -2.271 -1.132 3.345 -0.056 0.014 -0.034
C 5.086 -1.462 4.786 0.021 0.011 -0.040
H -3.095 2.400 -4.394 -0.038 0.009 -0.017
C 4.018 -0.383 -3.479 0.101 -0.002 -0.067
N -0.118 2.102 0.808 -0.067 0.208 0.209
C -2.986 2.257 -3.314 0.111 -0.029 -0.123
H 0.381 1.691 3.714 -0.017 -0.047 0.022
H 0.508 0.409 -3.814 0.086 0.001 0.005
H -3.405 3.133 -2.818 -0.004 0.058 0.026
C -4.261 -2.972 -2.455 0.042 0.127 -0.004
C -1.887 3.480 -0.056 0.000 0.018 -0.014
C 1.542 -0.931 2.592 -0.418 -0.098 -0.061
H -2.284 -0.743 4.363 0.014 0.049 -0.023
H 3.667 -0.959 2.782 0.010 -0.010 0.028
H 5.853 -1.639 5.540 0.007 0.004 -0.026
```
Positions in Å, forces in eV/Å.

Entry 2:
Below is a 2-piece molecular cluster, HN2O4 overall in a non-equilibrium geometry, with properties calculated with the ωB97M-V functional and the def2-TZVPD basis.

* net charge: -1
* ΔE to the lowest compared entry with this formula, charge and spin: 41.5 kcal/mol
* HOMO: -3.580 eV
* calculated total energy: -11180.99982 eV

```
7
Properties=species:S:1:pos:R:3:forces:R:3
O 0.199 -0.528 -0.399 -1.449 -1.507 -0.933
O 2.209 0.736 0.409 1.146 -0.443 -0.190
O -1.633 -1.594 -0.910 0.480 0.194 0.657
H 0.842 1.607 -0.258 -1.314 2.014 -3.548
O -1.591 -0.336 0.852 0.086 -0.114 0.186
N 1.007 0.954 0.423 0.877 -0.507 5.043
N -1.034 -0.839 -0.116 0.174 0.364 -1.215
```
Positions in Å, forces in eV/Å.

Entry 3:
Below is C22H32CaCl2O26 as an isolated structure in a non-equilibrium geometry, with properties calculated with the ωB97M-V functional and the def2-TZVPD basis.

* net charge: +1
* spin multiplicity: 2
* HOMO (spin up / spin down): -10.758 / -10.755 eV
* calculated total energy: -120030.57697 eV

```
83
Properties=species:S:1:pos:R:3:forces:R:3
C -11.289 11.234 12.479 0.609 -0.221 2.881
C -12.349 9.319 9.862 0.821 -0.824 -0.848
O -11.365 8.194 16.042 -0.497 -0.660 1.188
O -13.170 10.225 15.464 -3.519 -0.830 0.500
O -10.882 11.391 13.618 -0.222 -0.623 -1.106
H -8.329 8.382 11.027 -0.535 -0.184 0.065
Cl -8.005 13.052 16.877 0.125 -3.565 -2.521
O -11.925 6.067 16.486 -1.571 0.213 -2.157
O -7.613 14.258 16.206 -0.298 0.036 0.307
H -17.392 10.519 15.348 0.377 0.267 -0.550
H -13.151 9.060 10.553 0.043 0.541 0.115
C -14.615 14.758 16.890 0.592 -2.713 0.264
O -6.900 8.961 18.042 1.759 0.919 -1.139
H -11.383 4.105 16.893 -0.234 0.180 -0.108
H -6.267 6.899 12.419 0.630 0.453 0.357
H -16.584 8.616 14.139 -0.575 -0.047 0.188
H -11.730 12.458 9.724 -0.138 0.872 0.789
H -16.273 13.130 16.679 1.265 -0.283 0.567
C -14.375 9.884 15.483 4.838 2.306 -1.407
H -6.181 5.829 20.448 0.525 0.671 0.015
H -5.589 7.467 18.442 0.008 -0.066 0.006
H -5.355 8.949 19.380 -0.070 -0.042 0.006
O -8.986 9.587 17.691 2.137 -1.239 2.626
C -8.126 9.034 18.416 -4.524 0.293 -1.991
C -6.716 7.889 12.331 -0.606 -0.516 0.031
H -9.467 5.150 17.708 0.249 0.538 -0.075
C -16.569 9.996 15.835 -1.570 -0.232 -0.149
O -11.760 10.532 18.242 1.896 1.417 -0.273
H -16.728 14.698 17.157 -0.338 0.295 -0.294
O -6.934 8.495 13.631 -0.745 0.502 0.485
O -9.092 13.366 17.742 -0.948 1.439 1.597
O -14.809 8.787 14.927 0.642 -0.987 0.537
O -8.370 8.277 19.523 0.562 1.279 -0.802
H -14.489 15.840 16.865 -0.378 -0.045 -0.619
C -8.121 7.681 11.835 -0.144 -0.824 -0.698
Cl -12.341 10.054 19.491 2.402 -0.194 1.749
O -13.765 14.082 16.000 2.190 -0.694 -2.558
H -10.498 5.452 19.131 0.481 0.580 0.082
H -12.446 5.012 18.046 0.216 -0.636 0.314
O -12.750 13.507 17.869 -0.548 0.236 -0.431
C -12.158 11.811 10.490 -0.846 -1.651 -1.189
C -8.287 8.541 13.863 -1.044 4.224 3.595
H -17.474 7.542 16.527 0.187 0.509 0.175
C -16.520 7.520 16.001 -0.060 -2.427 -0.138
O -11.197 10.164 11.754 1.719 -2.224 -1.216
H -7.699 6.098 21.138 -0.633 -0.137 -0.516
O -8.947 9.205 14.732 3.731 -2.511 -2.351
C -15.996 14.175 16.541 -0.932 1.366 0.455
O -11.461 8.999 20.077 -1.272 2.016 -0.785
C -6.102 8.264 18.980 1.262 0.122 -1.771
C -11.455 10.470 10.338 -1.085 -0.843 1.107
H -16.214 14.305 15.481 0.054 0.630 0.031
C -12.728 13.393 16.558 1.041 0.329 -1.988
C -7.091 7.809 19.955 0.412 -1.842 2.863
C -11.572 5.053 17.395 -1.443 -0.328 0.056
H -6.244 8.528 11.585 0.715 0.154 0.832
H -6.721 8.266 20.872 -1.144 0.292 0.502
H -10.506 10.649 9.832 0.044 -0.730 -0.053
O -8.494 12.023 15.977 0.695 1.407 0.137
Ca -10.576 10.429 16.032 -0.901 0.166 0.280
H -16.597 6.611 15.404 -0.089 -0.018 -0.389
H -12.748 9.366 8.849 -0.195 0.927 0.019
C -13.962 14.196 18.151 -1.924 0.735 2.369
O -8.934 7.944 12.957 -1.884 -1.408 -1.932
C -7.138 6.301 20.226 0.361 0.104 -0.200
O -13.522 9.500 19.016 -3.655 -1.850 0.099
O -10.475 6.994 17.710 2.078 1.165 2.146
C -11.326 7.215 16.762 0.810 -0.483 -2.303
H -16.967 9.890 16.844 0.672 -0.302 0.349
H -14.712 13.500 18.527 0.524 -0.197 0.716
H -7.421 5.778 19.312 -0.750 -0.117 0.204
C -16.199 8.687 15.156 -1.224 -0.034 -0.662
O -6.926 12.519 17.632 0.225 0.613 0.478
O -11.860 12.854 15.881 -1.248 0.415 1.394
H -13.767 15.011 18.848 0.143 -0.439 0.292
O -12.604 11.129 20.462 0.831 -1.352 -1.589
H -15.687 7.236 16.645 -0.120 0.636 0.526
H -8.282 6.639 11.558 -0.207 0.260 -0.368
C -10.381 5.627 18.061 -0.006 -0.675 0.948
H -13.215 11.630 10.297 -0.103 0.565 0.042
H -11.783 8.396 9.736 0.437 -0.040 0.498
O -11.987 12.106 11.847 -0.910 4.021 -0.672
O -15.375 10.702 15.785 0.831 1.337 1.063
```
Positions in Å, forces in eV/Å.

Entry 4:
Below is a 5-piece molecular cluster, C5H19NO5 overall in a non-equilibrium geometry, with properties calculated with the ωB97M-V functional and the def2-TZVPD basis.

* ΔE to the lowest compared entry with this formula, charge and spin: 88.3 kcal/mol
* HOMO: -9.495 eV
* calculated total energy: -17217.43130 eV
* SMILES string: CCNCCC=O.O.O.O.O

```
30
Properties=species:S:1:pos:R:3:forces:R:3
C -0.617 -0.520 1.789 2.275 1.234 -1.916
C -0.776 -2.266 -1.789 -3.352 -1.250 0.466
H -2.353 0.905 2.374 1.322 -1.282 -0.058
H 0.475 -0.620 2.061 -0.986 0.463 0.161
H 2.542 -1.390 -1.374 -4.431 -4.695 -0.285
H 0.429 2.631 -2.002 3.793 2.682 2.262
H -0.610 0.720 0.169 0.282 4.460 -0.440
H -2.434 -1.463 0.249 -0.237 0.282 0.998
H 1.238 2.673 0.625 0.245 0.986 -0.867
O 3.497 -0.698 2.110 0.159 -3.128 0.662
H -0.894 -1.538 1.732 -1.142 -0.965 0.979
H 3.482 -0.015 1.511 -0.150 3.401 -1.771
H 2.791 -0.047 -1.854 -0.234 0.545 -0.394
C -1.984 -0.658 -0.307 1.381 1.515 -0.711
H -0.893 -3.038 -1.007 0.469 0.275 0.821
H -0.796 1.883 -1.622 0.317 0.258 -0.395
H 3.607 -1.378 1.412 -0.046 -0.270 0.997
C -1.862 -1.225 -1.756 -2.209 0.978 1.126
O -0.123 -2.544 -2.727 2.061 0.185 -1.770
O 3.143 -0.759 -1.337 4.589 4.155 0.756
H -0.792 1.419 2.492 2.016 2.408 0.658
H -1.603 -0.349 -2.290 0.451 0.460 -1.451
H -3.028 -1.532 -2.130 3.511 0.277 0.960
O -0.243 2.176 -2.361 -4.133 -2.878 -1.867
C -1.287 0.546 2.662 -3.473 -2.204 -2.118
N -0.588 -0.202 0.315 -2.583 -5.694 0.060
H -1.420 0.116 3.608 0.399 0.269 1.831
H 2.300 3.472 -0.122 1.597 0.170 -0.117
H -2.574 0.302 -0.392 -0.094 -1.424 0.465
O 1.372 3.396 -0.040 -1.795 -1.212 0.958
```
Positions in Å, forces in eV/Å.

Entry 5:
Below is C13H14F3MnNO4S as an isolated structure in a non-equilibrium geometry, with properties calculated with the ωB97M-V functional and the def2-TZVPD basis.

* net charge: +2
* spin multiplicity: 2
* ΔE to the lowest compared entry with this formula, charge and spin: 6.5 kcal/mol
* HOMO (spin up / spin down): -15.670 / -15.677 eV
* calculated total energy: -73678.08008 eV

```
37
Properties=species:S:1:pos:R:3:forces:R:3
C 1.680 -0.152 1.738 0.100 0.143 0.368
C 2.989 -0.397 3.789 0.047 0.017 0.126
C 0.158 -2.316 -1.381 0.391 -0.343 -0.678
O -0.537 0.226 -2.802 0.693 0.108 0.641
O 0.923 -1.812 -2.128 0.399 -0.691 -0.139
H 0.102 1.312 1.813 0.045 -0.025 0.130
F -3.013 0.955 -3.976 0.028 -0.082 -0.007
H -1.457 -3.626 -1.273 0.041 0.141 -0.049
H 2.293 0.749 5.447 0.006 0.011 -0.003
F -3.674 -1.086 -3.648 0.013 -0.009 0.005
O -0.904 1.123 -0.187 0.447 -0.100 -0.387
C 0.864 0.788 2.368 -0.110 0.053 -0.056
F -2.049 -0.686 -5.029 -0.033 0.023 0.033
Mn 0.174 -0.391 -1.038 -2.569 0.940 0.261
C 2.634 -1.417 0.151 0.346 0.005 0.281
N 1.608 -0.612 0.413 -0.318 -0.220 -0.933
C 2.757 -0.699 2.452 -0.149 -0.001 -0.272
H -0.290 -3.839 0.012 0.119 0.118 -0.001
H -1.463 1.005 0.590 0.003 -0.288 0.121
H -0.447 3.771 0.311 -0.013 0.008 0.000
C 1.099 1.099 3.692 -0.055 -0.024 -0.135
C 2.138 0.497 4.407 0.123 -0.114 -0.027
H -2.095 3.363 0.854 -0.009 0.028 -0.008
H 0.473 1.834 4.180 0.008 -0.003 0.013
O -1.808 -1.199 -1.767 1.343 0.278 0.741
H -2.451 2.051 -1.251 0.069 -0.122 -0.038
C -0.385 -3.618 -1.054 -0.418 -0.446 0.431
H -1.854 4.354 -0.582 -0.025 0.004 0.006
S 3.705 -1.714 1.412 -0.254 0.106 -0.113
C -2.632 -0.317 -3.898 0.013 0.088 -0.008
H 0.119 -4.380 -1.654 0.112 0.103 -0.023
H -0.802 2.452 -1.776 0.072 -0.137 0.005
C -1.454 3.512 -0.017 0.089 -0.188 0.063
H 2.825 -1.844 -0.822 -0.047 -0.017 0.010
C -1.443 2.298 -0.914 -0.184 0.529 -0.073
C -1.598 -0.439 -2.752 -0.319 0.071 -0.311
H 3.817 -0.846 4.320 -0.003 0.035 0.025
```
Positions in Å, forces in eV/Å.